3 unconnected molecules or ions with the total composition C19H34BBrN3O7S2 in a non-equilibrium geometry. Source: the Open Molecules 2025 dataset; level of theory: ωB97M-V/def2-TZVPD.

Total charge: +1
Kohn-Sham gap (hartree): 0.3010
Energy (eV): -131435.8328

Each line ends with the natural charge from an NBO analysis.
Atoms and positions in Å:
C 3.03246 -2.12666 -4.06531  -0.611
C 2.79329 -2.59897 -2.51828  -0.820
B 1.22095 -2.36635 -2.10145  1.225
O 0.48368 -3.26985 -1.24829  -0.929
N 0.57231 -1.12897 -2.72817  -0.629
C 1.10828 0.22752 -2.67920  0.236
N 0.17238 1.00288 -3.43380  -0.326
C 0.46153 2.45131 -3.60710  0.067
C 1.80917 3.02996 -3.12952  -0.177
C 1.89948 4.52926 -3.45326  -0.237
C 0.72453 5.23374 -4.11155  0.041
N -0.53212 4.74746 -4.56172  -0.355
C -0.55095 3.35573 -4.28398  0.022
C -0.98009 0.27619 -3.99227  -0.068
C -0.65936 -1.14712 -3.49758  0.225
C -1.62857 -2.34436 -3.90231  -0.494
C -3.18319 -2.06949 -3.62550  -0.220
C -3.50982 -1.40959 -2.20165  -0.655
Br -4.07432 -1.08425 -5.14495  -0.007
H 2.03224 -2.15463 -4.64126  0.202
H 3.85176 -2.72604 -4.58722  0.246
H 3.36126 -1.01806 -4.08218  0.205
H 3.12146 -3.68858 -2.40726  0.271
H 3.44817 -1.93030 -1.83524  0.256
H 0.53857 -2.99930 -0.30652  0.524
H 2.07638 0.50932 -2.15836  0.284
H 2.66424 2.47081 -2.63662  0.244
H 2.84812 5.11029 -3.19652  0.261
H 0.86500 6.36697 -4.28376  0.228
H -1.51496 2.82868 -4.64075  0.206
H -1.84884 0.66529 -4.60910  0.303
H -1.52030 -2.47047 -5.04754  0.269
H -1.36317 -3.35468 -3.44332  0.264
H -3.69602 -3.10475 -3.62358  0.248
H -3.43127 -0.26714 -2.22940  0.226
H -4.56656 -1.68506 -1.83360  0.249
H -2.75483 -1.79448 -1.41984  0.222
O 0.16502 4.32444 2.43816  -0.914
S 0.41095 2.95405 2.07809  2.358
O 1.44601 2.58811 1.14225  -0.951
O -0.98172 2.28007 1.60010  -0.718
C -1.71692 2.91007 0.55284  -0.079
C -1.08562 2.65205 -0.80217  -0.643
C 0.62755 2.00311 3.55460  -0.874
H -1.81955 3.98248 0.74254  0.208
H -2.72206 2.48242 0.56874  0.198
H -0.11327 3.14278 -0.88028  0.227
H -1.72049 3.03380 -1.60519  0.219
H -0.92140 1.58176 -0.95528  0.194
H -0.17558 2.24188 4.25013  0.263
H 1.59137 2.27223 3.98676  0.265
H 0.61904 0.94463 3.29766  0.248
O 1.81769 -2.87586 5.47593  -0.924
S 0.57782 -2.16872 5.65804  2.364
O 0.53558 -0.74039 5.84811  -0.935
O -0.26175 -2.87734 6.84279  -0.714
C 0.36197 -3.04244 8.11802  -0.080
C 0.40662 -1.73832 8.89282  -0.641
C -0.51578 -2.58660 4.32986  -0.882
H 1.36252 -3.47014 8.00542  0.199
H -0.23798 -3.76737 8.67251  0.201
H 1.06951 -1.01644 8.41126  0.223
H 0.77210 -1.90519 9.90834  0.224
H -0.58574 -1.28366 8.94139  0.218
H -0.52420 -3.66864 4.20581  0.256
H -0.14037 -2.10668 3.42588  0.236
H -1.51222 -2.21242 4.56281  0.257